[1]
# C18H40NO9S3V

A structure of composition C18H40NO9S3V (ωB97M-V with the def2-TZVPD basis set, the OMol25 dataset).

## Properties
F_max: 4.9 eV/Å
<S²>: 0.756
Energy above the lowest of the compared OMol25 structures with the same formula, charge and spin: 0.000 eV
Net charge: +1
Energy: -3579.95565 Eh
E_HOMO (alpha / beta): -12.09 / -12.09 eV
Multiplicity: 2
Molecular weight: 561.7 g mol⁻¹

Each line ends with the Mulliken spin population.
Cartesian coordinates (Å):
O 1.07236 1.39851 -0.87782  0.00
V -0.03628 0.98943 0.17290  0.02
O 0.64327 0.79018 1.56948  0.01
C 0.87951 -0.92304 -3.19450  0.02
C 0.57286 -2.24916 -2.41052  -0.01
C 1.90893 -3.15347 -2.57660  0.01
C 2.00572 -4.38763 -1.54480  -0.01
C 1.94322 -3.71556 -0.20537  0.01
C 0.65093 -2.91039 0.11316  0.03
N 0.37468 -1.92198 -0.95378  0.53
O -0.77827 -1.08192 -0.69825  0.30
C 0.97011 -2.21156 1.46000  0.01
C -0.47870 -3.91533 0.39288  0.04
C -0.62441 -3.07628 -2.97713  0.05
H 1.88174 -0.50857 -3.08561  0.00
H 0.20322 -0.09205 -2.99405  -0.01
H 0.74717 -1.09378 -4.26288  0.00
H 2.81057 -2.54215 -2.53884  0.00
H 1.99452 -3.55655 -3.58570  0.00
H 2.91812 -4.98314 -1.57627  0.00
H 1.17945 -5.08286 -1.69317  0.00
H 2.83180 -3.08512 -0.17251  -0.01
H 2.05632 -4.55477 0.48094  0.00
H 0.10450 -1.97389 2.07833  0.00
H 1.60662 -1.33799 1.31911  0.01
H 1.38106 -2.93398 2.16521  0.00
H -1.49395 -3.51976 0.42244  0.00
H -0.35557 -4.47936 1.31745  0.00
H -0.65390 -4.65884 -0.38468  0.00
H -0.60671 -3.12941 -4.06569  0.00
H -1.54963 -2.58888 -2.66970  0.00
H -0.67383 -4.12472 -2.68318  0.00
C 1.63324 2.44727 4.37388  0.00
C 1.99174 1.78297 5.66867  0.00
O 3.35996 2.14957 5.85726  0.00
C 3.84082 2.73339 4.67978  0.00
O 4.96515 3.19050 4.56416  0.00
O 2.81436 2.77550 3.74238  0.00
H 1.05557 3.35521 4.54730  0.00
H 1.10586 1.74760 3.72547  0.00
H 1.88740 0.70020 5.73820  0.00
H 1.38551 2.25046 6.44458  0.00
C -3.08374 0.04149 -3.18329  0.00
S -2.33667 1.68982 -2.77434  0.00
O -1.46750 1.58024 -1.50208  0.00
C -1.29395 1.72625 -4.33138  0.00
H -3.73148 0.11932 -4.05648  0.00
H -3.67502 -0.33330 -2.34780  0.00
H -2.33768 -0.73165 -3.36704  0.00
H -0.82887 0.79393 -4.65165  0.00
H -0.53523 2.50658 -4.27199  0.00
H -1.94662 2.11886 -5.11112  0.00
C -4.18318 -0.44558 1.08408  0.00
S -2.58826 0.15022 1.99984  0.00
O -1.97963 1.29575 1.14399  0.00
C -3.29158 0.84021 3.63393  0.00
H -4.53884 -1.35262 1.57285  0.00
H -4.11608 -0.67951 0.02159  0.00
H -4.87776 0.39428 1.06760  0.00
H -3.92708 1.71768 3.51455  0.00
H -2.42019 1.13133 4.22048  0.00
H -3.87949 0.15485 4.24446  0.00
C 0.26081 4.71290 -1.46259  0.00
S 0.07804 4.50863 0.39507  0.00
O -0.43071 3.08359 0.64608  0.00
C 1.92152 4.53828 0.71554  0.00
H -0.70542 5.08383 -1.80451  0.00
H 0.50626 3.74908 -1.90857  0.00
H 1.02186 5.47514 -1.62961  0.00
H 2.32400 3.57537 0.40107  0.00
H 2.07183 4.66471 1.78770  0.00
H 2.46558 5.37167 0.27107  0.00

[2]
# C18H41B4NO13S4

A structure of composition C18H41B4NO13S4 (ωB97M-V with the def2-TZVPD basis set, the OMol25 dataset).

## Properties
F_max: 1.2 eV/Å
Net charge: 0
Energy: -3435.80471 Eh
E_HOMO: -8.45 eV
Multiplicity: 1
Molecular weight: 651.0 g mol⁻¹

Each line ends with the Mulliken charge.
Cartesian coordinates (Å):
C 5.30656 -2.45377 1.98807  -0.98
B 4.06524 -1.59995 1.59214  0.31
O 3.80712 -1.47679 0.23777  -0.36
B 2.98406 -0.82929 2.68501  0.45
O 2.68848 0.52916 2.58505  -0.37
B 1.32443 0.69747 2.34859  0.29
O 0.90411 1.61142 1.43551  -0.48
O 0.42986 -0.11009 3.00437  -0.25
B 0.87861 -1.40775 3.20273  0.26
C 0.03087 -2.67218 2.84650  0.11
N -0.62787 -2.38676 1.55523  -0.36
O 2.21142 -1.53687 3.60312  -0.34
H 5.68454 -2.29031 2.99434  0.30
H 6.10311 -2.36949 1.24852  0.29
H 4.96466 -3.49407 1.94387  0.31
H 2.87183 -1.57602 0.01285  0.23
H 1.64059 1.80685 0.84665  0.27
H 0.74044 -3.50033 2.72915  0.21
H -0.66607 -2.97982 3.62379  -0.22
H 0.13272 -2.18835 0.91412  0.17
H -1.09154 -3.21095 1.19247  0.25
C 0.48379 0.48548 -3.99410  -0.83
C -0.95305 0.39038 -3.45526  -0.31
C -1.15926 -1.03996 -2.94400  -0.77
S 0.46237 -1.62221 -2.44792  1.13
O 0.86568 -2.72496 -3.28395  -0.72
O 0.51680 -1.75752 -1.00664  -0.61
C 1.36622 -0.16008 -2.93635  -0.51
H 0.79007 1.51031 -4.18072  0.46
H 0.56411 -0.06431 -4.93489  0.32
H -1.07352 1.09535 -2.63051  -0.04
H -1.68853 0.64860 -4.21345  0.53
H -1.82013 -1.08670 -2.08131  0.39
H -1.51642 -1.70946 -3.72410  0.36
H 2.34997 -0.46232 -3.28759  0.37
H 1.46219 0.47663 -2.05672  0.13
C -3.60798 -0.71576 6.45660  -0.69
C -4.54146 -1.75716 7.09288  -0.63
C -4.49614 -3.01161 6.21138  -0.73
S -2.87290 -3.01108 5.43040  1.22
O -3.04978 -2.84676 4.01192  -0.61
O -2.07830 -4.09278 5.95208  -0.71
C -2.31717 -1.45682 6.12527  -0.28
H -3.42157 0.12349 7.12490  0.37
H -4.05447 -0.32391 5.54054  0.31
H -4.18795 -1.99773 8.09715  0.30
H -5.56014 -1.38368 7.18521  0.33
H -4.60240 -3.93452 6.77530  0.35
H -5.23380 -2.97763 5.41238  0.36
H -1.68783 -0.95283 5.39413  0.05
H -1.74472 -1.68797 7.02322  0.39
C -4.55706 3.99180 -1.08864  -0.67
C -5.69754 3.07517 -0.62311  -0.58
C -5.68900 1.83685 -1.52823  -0.76
S -3.98508 1.63117 -2.07166  1.22
O -3.92260 1.83022 -3.49808  -0.69
O -3.42517 0.45010 -1.46717  -0.64
C -3.33877 3.08996 -1.25898  -0.71
H -4.36063 4.78967 -0.37437  0.36
H -4.81484 4.45206 -2.04465  0.31
H -5.52440 2.77631 0.41214  0.30
H -6.66217 3.57846 -0.66247  0.33
H -5.99088 0.92958 -1.01193  0.35
H -6.29548 1.97635 -2.42089  0.36
H -2.55124 3.51511 -1.87698  0.42
H -2.93355 2.77172 -0.29857  0.41
C 5.85369 1.97076 -3.50999  -0.48
C 6.02151 0.77026 -4.45200  -0.69
C 4.75708 0.68686 -5.31522  -0.27
S 4.12663 2.36933 -5.44216  1.09
O 2.84702 2.43962 -4.77759  -0.57
O 4.26972 2.84886 -6.79027  -0.71
C 5.35831 3.12097 -4.38132  -0.75
H 6.78566 2.22642 -3.00882  0.34
H 5.11224 1.74020 -2.74191  0.25
H 6.89382 0.92577 -5.08917  0.31
H 6.17788 -0.15614 -3.90210  0.36
H 4.94714 0.32065 -6.32053  0.39
H 3.98067 0.08577 -4.84647  -0.05
H 4.89314 3.93362 -3.82881  0.40
H 6.14705 3.50798 -5.02577  0.35

What is the net charge in the first record? +1

Which formula does entry 2 have? C18H41B4NO13S4

Which of these has the highest net charge? C18H40NO9S3V

What is the F_max in the first record? 4.9 eV/Å